(1)
12
Properties=species:S:1:pos:R:3 method="wB97M-V/def2-TZVPD" charge=0 de_lowest_kj_mol=143.9 multiplicity=1 homo_ev=-9.71 e_tot_ha=-248.4717
H 1.47256 1.24283 1.70725
N 0.45997 0.32212 0.17747
H -1.20452 0.52136 -1.72826
C -1.80022 -0.00979 -0.97828
H -2.73016 -0.37443 -1.41116
H 2.20919 -0.30975 1.26214
C 1.69186 0.58001 0.86477
H -2.00534 0.69691 -0.16634
H 2.34988 1.09166 0.15849
H 0.60514 -1.72727 0.51064
C 0.05788 -0.86643 0.09918
O -1.10624 -1.16722 -0.49589

***

(2)
54
Properties=species:S:1:pos:R:3 method="wB97M-V/def2-TZVPD" charge=0 de_lowest_kj_mol=50.0 multiplicity=5 homo_ev="-6.92 / -7.90" s2=6.129 e_tot_ha=-2995.4126
C -1.81461 3.03914 -2.42337
C -0.10442 0.84062 -0.99212
N -1.11124 -1.81052 3.04136
C -2.37114 0.03282 -2.76744
Si 0.82255 1.66634 0.37914
H -1.72476 -0.04105 -3.64482
H -3.01975 0.55938 0.46391
H 1.51490 -2.92347 4.83104
H 0.35109 2.07551 2.77735
C -0.25496 1.78523 1.91526
H -1.71891 -1.02327 2.88867
C 2.09458 -1.02528 -4.11176
O 0.62054 -1.54427 0.64351
H -0.31384 -1.15600 4.84295
H 1.92442 3.91409 0.64823
H 2.45440 -0.09256 1.15545
H -0.11711 -3.59863 4.85970
S -2.29379 -2.58038 0.80344
C 1.55707 1.02464 -2.98694
H 1.62285 2.09790 -2.87549
H 2.85404 0.90234 -4.67989
H 2.60567 -1.57339 -4.89063
H 1.93470 3.38554 -1.02765
H -1.48115 3.80759 -1.72198
C 0.02510 -1.65991 3.93870
Mn -0.58950 -1.21631 -0.46568
C 0.87909 -3.76545 2.96005
H -2.42382 -0.97443 -2.32799
Si -1.77238 1.36785 -1.56815
C 1.31868 3.43242 -0.12488
H -1.13742 3.06612 -3.28118
H -2.86432 2.31758 0.46299
C 2.49750 0.93823 0.80904
C -1.14023 -2.72656 2.07583
C -3.02817 1.44647 -0.17391
H -3.38441 0.25922 -3.10904
H -0.34886 -4.36419 1.32423
H 1.68143 -3.26860 2.40735
N 0.65175 -1.03858 -2.23063
H -1.05158 2.52188 1.80456
C 2.22882 0.35472 -3.98547
N -0.31973 -3.76882 2.13432
H 1.16788 -4.79800 3.15233
H 3.15991 0.98433 -0.06060
H 1.15071 -2.75699 -3.24984
C 1.28931 -1.68364 -3.21121
C 0.74769 0.30224 -2.09994
H -4.02877 1.53878 -0.60530
H -2.81263 3.31170 -2.77435
C 0.59489 -3.03041 4.25789
H 2.93826 1.57818 1.58060
H -0.71323 0.81647 2.12571
H 0.77922 -1.03648 3.44896
H 0.47369 4.08988 -0.34233

***

(3)
48
Properties=species:S:1:pos:R:3 method="wB97M-V/def2-TZVPD" charge=+1 multiplicity=1 homo_ev=-11.66 e_tot_ha=-4183.1000
C -0.14078 -3.26556 0.11759
H 2.74909 -0.94536 0.59281
H -1.76056 -7.38671 -1.50854
C 2.93447 4.29099 0.19330
N 1.75790 0.80548 0.19792
O -2.12646 -0.30210 -0.17046
C -2.09059 -6.46974 0.14517
C -0.15710 -2.90102 -1.22822
O -2.52405 -6.50637 1.26061
C 4.05280 0.77532 0.82059
H -0.78305 -4.70886 1.57637
C -0.76173 -3.74026 -2.15676
H -2.75157 4.32515 -1.19204
C -1.77990 3.92014 -0.95064
C -0.76646 -4.42695 0.53157
N -0.45136 2.00612 -0.53831
S 0.60109 -1.40876 -1.83828
O -2.22514 -7.53047 -0.67458
H -1.84728 -5.54228 -2.48198
H 0.36654 -2.65022 0.85056
C -0.70806 4.74908 -0.74559
H 5.04849 2.66614 0.91789
C 2.84081 0.13239 0.54305
C -1.36034 -4.92081 -1.73906
C 2.97674 2.86637 0.34069
H -0.82457 5.81579 -0.83196
C 0.61227 2.81412 -0.30439
Ga -0.11845 0.01530 -0.32399
O 2.98541 6.87656 -0.26524
C -1.62361 2.53972 -0.84718
H 3.82443 4.88169 0.36188
N 1.88229 6.39085 -0.27204
H 4.91359 0.18786 1.10444
C 1.79384 4.91097 -0.15659
O -2.69353 0.98122 1.86593
C 0.55307 4.20192 -0.40905
H -3.73006 -1.31304 2.56481
S -2.09840 -0.20089 1.33358
O -0.59865 -0.30612 1.57097
C -2.86168 -1.63957 1.99959
H -0.78531 -3.46068 -3.20133
H -3.14362 -2.28431 1.17096
C 4.12240 2.14139 0.71912
C -1.38160 -5.26231 -0.39389
C 1.82102 2.14540 0.09185
H -2.14340 -2.13944 2.64448
O 0.84376 7.01649 -0.27163
H -2.44271 1.85536 -1.01396

***

(4)
61
Properties=species:S:1:pos:R:3 method="wB97M-V/def2-TZVPD" charge=+2 de_lowest_kj_mol=232.6 multiplicity=2 homo_ev="-14.16 / -14.12" s2=0.882 e_tot_ha=-1591.8717
H 1.95054 0.66269 2.46012
C -3.68696 -2.22041 -0.32678
Ru -0.05966 -0.18211 -0.25088
C -3.51216 -3.48121 -0.83778
H -4.32456 -4.18971 -0.84108
H -2.12666 -4.80731 -1.82688
H 1.02694 -6.28491 1.40662
C 0.12564 -4.43791 1.34592
N -1.85726 0.80449 -0.48168
H -0.32626 0.07619 2.56252
C 1.21634 3.77959 0.68092
H -0.27466 -3.17211 -1.77478
H 1.97304 -1.48671 -1.33938
C -2.44426 4.82999 -1.23208
C -2.04956 2.13979 -0.67418
C -2.61256 -1.30991 -0.38738
H 1.86824 -5.11011 0.48362
N 0.91184 1.55559 -0.09938
H 1.69764 -0.57951 3.69412
H -1.65786 -4.24661 2.31202
H 3.95814 2.71309 -2.46698
O 1.70734 0.92539 -2.06628
H 2.32874 -2.34661 2.06002
C 2.88234 -1.03291 0.44822
H -3.33536 2.44569 1.01662
H -1.16596 4.51019 -2.92878
H 1.04084 4.54029 1.42252
C 1.66424 -0.38231 2.61232
O -0.23786 2.17849 1.70862
N 1.70844 -1.39571 -0.35378
C -1.41426 2.73279 -1.78448
N -2.76986 -0.02421 -0.07088
H 3.62784 -1.21411 2.44462
H 0.01384 -1.54411 2.21952
N -1.37726 -1.69451 -0.85948
N 1.08684 -5.33891 1.07152
C -2.86706 2.91699 0.16702
H 3.12464 0.02519 0.29312
C 0.56704 2.49959 0.84212
C 1.62904 1.81409 -1.21568
H -3.69266 4.84599 0.51062
H 2.51484 4.93489 -0.54488
H -0.83136 2.09639 -2.44218
C -1.24416 -2.91501 -1.36778
N 0.31304 -0.57331 2.10272
H 3.75064 -1.61531 0.11092
H 2.48714 2.97139 -3.40638
N -0.90996 -4.87611 2.07992
H -0.94816 -5.81181 2.44412
C -1.62126 4.06509 -2.05838
H 3.26924 4.34809 -2.59478
C -2.27736 -3.83371 -1.39338
C 2.66794 -1.31561 1.93492
C -3.05696 4.24969 -0.12598
N 2.22434 3.04549 -1.34428
H -4.62926 -1.87591 0.06642
H -2.60066 5.87189 -1.45648
C 2.01414 3.98969 -0.39048
C 3.03264 3.29059 -2.51808
O 0.18484 -3.26301 0.95122
H 1.34344 -2.29731 0.00872

***

(5)
47
Properties=species:S:1:pos:R:3 method="wB97M-V/def2-TZVPD" charge=0 de_lowest_kj_mol=0.0 multiplicity=1 homo_ev=-8.96 e_tot_ha=-1188.9743
C -2.30357 2.35902 -1.49328
H 5.32341 -0.51585 -1.76061
C -1.82046 1.66203 4.05415
H -1.57861 3.75946 2.39868
C -1.49983 -2.23086 -2.96071
H -1.01213 1.32228 0.64977
C 4.72050 -1.36441 -1.45956
H -2.30327 2.55887 4.40037
H 2.26174 -4.19343 -0.57708
O 1.17533 -4.14896 -3.25446
H -0.55529 1.16701 -1.24664
H -2.59920 1.82849 1.36105
H -2.41605 3.98959 -0.08099
F 6.46278 -2.50875 -0.25644
O -2.77536 -2.41990 -3.35254
C 2.97576 -3.39791 -0.84563
H -0.69741 1.21827 5.90623
C -0.91130 2.93526 2.08047
H -0.02007 1.17049 2.95176
C -0.99907 -1.02008 -2.42299
C -1.43163 0.77160 5.24008
C -1.64128 2.17954 0.96621
H 4.69183 -4.31075 0.12218
H -2.36367 0.49889 5.76522
H -2.71715 -3.28858 -3.75460
H 2.98818 -0.40971 -2.38885
H -2.70278 0.02885 -3.00486
H 0.01069 3.37852 1.69573
C 4.32528 -3.45936 -0.44464
C -0.54036 2.06249 3.26583
N 1.07044 -2.29065 -1.98147
H -0.81503 3.51875 -0.56282
C -1.75726 0.09806 -2.49302
C 5.19830 -2.44463 -0.72996
H -2.42394 3.02317 -2.36567
C -1.78170 3.10506 -0.27033
C 2.47703 -2.30691 -1.61650
N -1.36419 1.28856 -1.87383
C 3.36397 -1.26794 -1.85453
H 0.10204 2.67899 3.92337
H -2.55895 1.11034 3.42588
O 0.64372 -0.27211 -0.97028
C 0.51503 -3.23672 -2.81703
H -3.26019 1.90819 -1.25553
N -0.79657 -3.25140 -3.21380
C 0.30783 -1.13944 -1.77890
H -0.96755 -0.14343 4.88059

***

(6)
19
Properties=species:S:1:pos:R:3 method="wB97M-V/def2-TZVPD" charge=0 de_lowest_kj_mol=298.6 multiplicity=1 homo_ev=-7.97 e_tot_ha=-510.5762
C -2.33069 0.68638 1.84885
N 1.20688 -1.08205 0.34744
H -0.28240 0.90825 -1.79323
H -1.38291 1.50083 0.23674
C 2.52504 -0.73004 -1.51617
O -1.02362 -0.49841 0.52077
N 0.33073 0.44860 -1.17220
H -1.77285 -0.30481 1.94560
H 3.11030 -2.06091 0.40318
H 1.04611 -1.57469 1.32375
H -1.89847 1.35785 2.64670
H -3.35670 0.56168 2.20460
C 1.50473 0.40888 -1.83367
H 3.28270 -0.75089 -2.30587
C 2.38671 -1.38712 -0.32500
C 0.03989 -0.41454 -0.10896
N -2.34561 1.24883 0.56207
O 1.71805 1.02478 -2.85428
H -2.75790 0.65739 -0.13035

***

(7)
14
Properties=species:S:1:pos:R:3 method="wB97M-V/def2-TZVPD" charge=0 de_lowest_kj_mol=718.8 multiplicity=1 homo_ev=-8.25 e_tot_ha=-684.5333
C 0.40198 0.51176 1.51384
H 0.66210 0.95144 3.93284
C 0.11604 0.48158 2.88515
H -0.38369 -0.14886 0.99610
S 1.49365 1.21185 0.43164
C -0.21548 -1.94906 -1.95336
H 0.91479 -2.20006 -2.40690
O 0.45598 0.07800 -1.71014
N -0.72830 -0.71344 -1.54621
H 0.22424 2.07306 -1.64445
H -0.81835 1.19847 -0.35173
H -1.31747 -2.54776 -2.16843
H -1.00032 -0.08054 3.01975
C 0.19483 1.13356 -0.99811

***

(8)
14
Properties=species:S:1:pos:R:3 method="wB97M-V/def2-TZVPD" charge=+1 de_lowest_kj_mol=391.7 multiplicity=1 homo_ev=-13.39 e_tot_ha=-646.8753
H -0.76940 -0.77281 2.61304
O 0.42358 0.61550 1.56538
H 1.49772 -0.11320 -0.63260
H 0.38955 0.31852 -2.00859
H -1.38142 0.72596 0.07204
H -1.34305 -1.34528 -0.91490
C -0.21319 0.91715 -0.01056
H 0.22647 -2.15526 -1.34801
C 0.60924 1.80786 0.83218
H 1.64110 1.99110 0.42763
N -0.28822 -1.35997 -0.93528
H 0.24320 2.69306 1.28378
S -0.60003 0.48705 2.85294
C 0.41351 -0.13343 -0.92629